No. 1
A 2-piece molecular cluster, C6H14NO overall at a distorted geometry, computed with ωB97M-V/def2-TZVPD.

```
22
Properties=species:S:1:pos:R:3:forces:R:3:lowdin_charge:R:1
O 1.415 -0.131 0.716 -0.123 0.481 0.177 0.17
C 0.873 -1.185 0.570 0.731 -0.339 -0.633 -0.16
C -0.610 -1.266 0.382 -0.506 -0.368 1.655 0.20
C -1.526 -0.252 0.727 -1.331 0.419 -1.261 -0.12
C -1.298 1.181 0.078 1.044 -0.131 0.346 -0.14
C -0.859 1.082 -1.380 -0.693 -0.611 0.124 -0.24
C -1.941 0.439 -2.234 0.162 -0.415 -0.629 -0.09
N 4.488 -0.239 2.073 0.170 0.186 0.451 0.02
H 1.436 -2.132 0.547 -0.176 -0.023 0.129 0.15
H -1.035 -2.256 0.256 0.161 -0.226 -0.564 0.15
H 4.322 -1.095 2.576 0.143 -0.092 -0.153 0.00
H -2.544 -0.599 0.526 0.099 -0.080 -0.051 0.14
H -1.539 -0.117 1.826 0.587 0.081 0.175 0.20
H -0.495 1.657 0.641 -0.364 0.284 0.077 0.12
H -2.246 1.708 0.144 0.021 0.071 0.364 0.13
H 0.039 0.452 -1.405 0.175 0.630 -0.349 0.10
H -0.681 2.103 -1.707 0.366 -0.021 -0.115 0.13
H -1.818 0.586 -3.307 0.289 0.309 0.014 0.09
H -1.917 -0.659 -2.169 -0.301 0.103 0.369 0.08
H -2.926 0.834 -2.001 -0.188 -0.141 0.161 0.09
H 5.228 -0.293 1.389 -0.304 -0.121 0.009 0.01
H 3.637 0.184 1.754 0.037 0.003 -0.296 -0.03
```
Positions in Å, forces in eV/Å.

Multiplicity: 1
Largest force on an atom (eV Å⁻¹): 1.9
M (u): 116.18
Net charge: +1

---

No. 2
A 2-piece molecular cluster, C6H14NO overall at a distorted geometry, computed with ωB97M-V/def2-TZVPD.

```
22
Properties=species:S:1:pos:R:3:forces:R:3:lowdin_charge:R:1
C -1.808 -0.249 1.125 0.453 0.830 3.703 -0.13
C -0.586 0.126 2.124 -1.526 1.149 -3.160 -0.12
C 0.627 0.290 1.243 1.090 -0.745 1.493 -0.15
C 1.328 -0.608 0.543 0.775 0.628 -0.124 -0.10
C 2.685 -0.304 0.065 -1.515 0.099 -0.315 -0.18
C 3.118 -0.863 -1.045 -1.252 -1.695 -0.954 0.03
N -1.887 0.651 -0.054 -4.933 2.933 3.621 0.20
H -2.725 -0.456 1.707 -0.126 1.341 -0.628 0.14
H -1.616 -1.214 0.856 0.878 -2.430 -1.693 0.08
H -0.695 1.162 2.487 -0.682 -0.739 0.597 0.11
H -0.483 -0.614 2.902 -0.120 -0.107 0.212 0.12
H 1.149 1.185 1.573 0.383 0.088 -0.647 0.11
H 1.098 -1.606 0.222 -1.100 -0.382 0.269 0.11
H 3.180 0.487 0.561 0.813 0.603 0.405 0.10
H 2.458 -1.640 -1.597 1.390 1.329 0.969 0.11
H 4.062 -0.601 -1.444 0.745 0.028 -0.555 0.05
H -1.315 0.394 -0.764 1.670 -1.356 -3.611 0.07
H -1.572 1.581 0.195 0.860 0.289 0.509 0.16
H -2.909 0.988 -0.283 2.158 -1.849 -0.340 0.24
H -0.661 0.633 -3.574 0.416 0.568 0.531 0.05
H -1.948 0.042 -3.752 -0.397 0.483 0.969 0.07
O -1.499 0.617 -3.089 0.020 -1.065 -1.252 -0.07
```
Positions in Å, forces in eV/Å.

Multiplicity: 1
Largest force on an atom (eV Å⁻¹): 6.8
M (u): 116.18
Net charge: +1

---

No. 3
A 2-piece molecular cluster, C6H14NO overall at a distorted geometry, computed with ωB97M-V/def2-TZVPD.

```
22
Properties=species:S:1:pos:R:3:forces:R:3:lowdin_charge:R:1
C -1.762 -0.041 -0.911 1.029 -0.380 -1.133 -0.17
O -0.636 -0.850 -1.285 0.162 0.893 0.219 -0.03
C -1.390 1.330 -0.412 -1.524 -0.108 2.010 0.20
C -1.206 1.570 1.002 0.478 -1.333 0.512 -0.11
C 0.289 1.875 1.503 0.335 1.400 0.142 -0.13
C 2.199 0.213 1.453 0.786 0.058 -0.460 0.07
C 1.245 0.922 0.866 -0.334 -0.698 0.012 -0.18
N 1.150 -3.545 -1.835 0.512 0.163 0.859 0.02
H -2.350 0.131 -1.808 -0.589 -0.189 0.076 0.14
H -2.259 -0.628 -0.143 -0.261 0.304 0.072 0.15
H -0.122 -0.365 -1.950 -0.046 -0.327 -0.077 0.11
H -1.618 2.159 -1.081 0.730 0.169 -0.131 0.16
H -1.378 0.656 1.586 -0.313 -0.105 -0.555 0.14
H -1.845 2.341 1.436 0.094 0.554 -0.560 0.16
H 0.257 1.797 2.590 -0.045 -0.351 -0.043 0.13
H 0.473 2.945 1.360 0.156 -0.197 -0.565 0.12
H 2.701 -0.562 0.880 0.000 0.208 -0.128 0.08
H 2.684 0.394 2.402 -0.666 0.050 0.427 0.08
H 1.012 0.635 -0.162 0.021 0.112 0.154 0.09
H 0.553 -2.732 -1.826 -0.212 -0.364 -0.370 -0.04
H 1.072 -4.135 -2.638 -0.307 0.106 -0.542 0.00
H 0.931 -4.111 -1.027 -0.006 0.034 0.078 0.01
```
Positions in Å, forces in eV/Å.

Multiplicity: 1
Largest force on an atom (eV Å⁻¹): 2.5
M (u): 116.18
Net charge: +1

---

No. 4
C6H14NO3P as an isolated structure at a distorted geometry, computed with ωB97M-V/def2-TZVPD.

```
25
Properties=species:S:1:pos:R:3:forces:R:3:lowdin_charge:R:1
C 1.089 1.436 1.476 0.437 0.218 -0.021 0.00
C 1.059 0.456 0.601 -2.448 -1.618 -0.137 -0.21
C -4.039 0.564 -0.596 0.372 0.007 0.084 -0.07
C 2.489 -1.454 0.453 0.179 -0.901 0.321 -0.02
C 2.304 0.097 -1.404 -0.007 0.128 -0.921 -0.02
C -2.712 0.666 0.141 -0.974 0.534 0.544 -0.32
N 2.324 -0.046 0.058 0.593 0.575 0.387 -0.24
O -1.281 -1.562 1.309 0.020 0.163 0.243 -0.29
O -0.139 -1.865 -1.022 0.124 0.052 -0.233 -0.32
O -1.708 0.068 -0.643 0.815 -0.740 -0.202 -0.23
P -0.798 -1.065 0.021 1.326 1.350 -0.010 0.42
H 0.177 1.796 1.915 -0.238 0.055 0.109 0.05
H 2.004 1.935 1.800 0.062 0.001 -0.042 0.05
H -3.965 1.058 -1.562 -0.063 0.048 -0.075 0.07
H -4.287 -0.482 -0.763 -0.072 -0.063 0.012 0.08
H -4.829 1.031 -0.013 -0.103 0.048 0.040 0.07
H 1.669 -2.023 0.016 0.126 0.059 -0.063 0.07
H 3.446 -1.838 0.102 0.031 0.132 -0.067 0.10
H 2.430 -1.539 1.535 0.038 0.157 -0.006 0.11
H 2.214 1.150 -1.664 0.014 -0.036 0.125 0.11
H 3.214 -0.313 -1.840 0.040 -0.041 0.113 0.10
H 1.432 -0.444 -1.774 0.090 -0.011 0.071 0.08
H -2.764 0.159 1.109 -0.057 0.172 -0.091 0.10
H -2.441 1.716 0.301 -0.004 -0.099 -0.004 0.12
H 3.113 0.501 0.444 -0.300 -0.191 -0.174 0.17
```
Positions in Å, forces in eV/Å.

Multiplicity: 1
Largest force on an atom (eV Å⁻¹): 2.9
M (u): 179.16

---

No. 5
A 2-piece molecular cluster, C6H14NO4P overall at a distorted geometry, computed with ωB97M-V/def2-TZVPD.

```
26
Properties=species:S:1:pos:R:3:forces:R:3:lowdin_charge:R:1
C -1.389 -2.227 -0.315 -0.340 -2.090 3.719 -0.12
C 1.463 0.027 1.117 -1.380 -2.282 0.167 -0.08
C -0.834 -0.056 1.818 -1.732 -2.532 0.288 -0.11
C 0.005 -1.992 0.318 -0.505 3.054 -2.747 -0.20
C 1.958 1.035 -2.162 3.733 -2.378 0.878 -0.13
C 0.038 -0.443 0.637 1.272 1.447 0.341 -0.72
N -0.290 0.191 -0.548 -0.060 2.806 -2.819 -0.15
O -2.028 2.049 0.089 -0.275 -0.184 -0.773 -0.48
O -1.210 1.627 -2.461 -0.236 0.295 -0.130 -0.44
O -0.050 3.090 -0.773 0.829 -0.526 0.328 -0.29
O 2.935 0.371 -2.623 -2.198 1.880 1.072 -0.15
P -0.982 1.675 -0.980 -0.446 -1.976 2.090 0.19
H -1.825 -1.382 -0.732 0.005 1.863 -1.051 0.02
H -1.451 -3.029 -1.049 -0.095 -0.412 0.347 0.04
H -2.076 -2.359 0.647 0.845 -0.580 -1.986 0.09
H 1.569 1.084 1.090 -0.223 0.922 0.382 0.05
H 1.565 -0.463 2.097 0.799 0.419 0.057 0.06
H 2.083 -0.383 0.373 1.513 -0.559 -0.681 0.03
H -0.526 0.873 2.237 -0.114 0.823 0.210 0.05
H -1.855 -0.038 1.402 0.159 0.500 0.676 0.06
H -0.799 -0.863 2.620 0.069 0.763 -0.495 0.07
H 0.198 -2.452 1.208 0.195 -1.977 2.420 0.04
H 0.843 -2.176 -0.376 -0.385 0.045 0.066 0.10
H 1.052 1.137 -2.639 -2.109 0.316 -1.693 0.00
H 1.926 1.456 -1.142 0.580 0.098 -0.337 0.04
H -0.319 3.248 0.147 0.097 0.265 -0.329 0.00
```
Positions in Å, forces in eV/Å.

Multiplicity: 1
Largest force on an atom (eV Å⁻¹): 4.5
M (u): 195.16
Net charge: -2

---

No. 6
C6H14NOP in the gas phase at a distorted geometry, computed with ωB97M-V/def2-TZVPD.

```
23
Properties=species:S:1:pos:R:3:forces:R:3:lowdin_charge:R:1
C -0.717 1.936 -0.671 -0.643 -0.962 -0.208 -0.25
C 1.367 -1.281 0.172 -5.333 2.264 1.621 -0.05
C 2.209 1.074 -0.562 -1.942 -0.071 -1.090 -0.05
C -2.401 0.195 1.118 -0.678 0.715 1.268 -0.19
C -0.148 0.719 0.131 -2.254 1.226 0.890 -0.32
C 1.010 0.122 -0.589 -0.280 -2.704 0.147 -0.39
N -1.334 -0.334 0.334 2.856 2.799 -0.867 -0.50
O -0.397 3.090 -0.565 0.045 -0.492 0.101 0.06
P -1.711 -1.370 -0.939 0.318 -0.540 -0.097 0.82
H -1.548 1.608 -1.362 0.359 0.329 0.049 0.13
H 1.152 -1.104 1.282 1.207 0.161 -1.238 0.11
H 2.294 -1.561 -0.075 3.531 -1.267 -0.576 0.02
H 0.616 -2.103 0.083 0.734 0.542 -0.905 0.03
H 2.753 1.009 0.332 0.678 -0.291 1.400 0.07
H 2.864 0.861 -1.387 0.292 0.299 -0.417 0.08
H 1.733 2.055 -0.583 0.838 0.355 -0.453 0.07
H -3.452 0.175 0.628 1.773 0.072 0.711 0.08
H -2.430 -0.414 2.089 -0.370 1.258 -0.944 0.10
H -2.051 1.264 1.244 -1.322 -0.963 0.832 0.08
H 0.189 1.287 1.069 -0.610 -1.641 -0.477 0.17
H 0.549 -0.067 -1.617 1.380 -0.010 0.857 0.12
H -3.128 -1.093 -0.955 0.441 -0.685 0.124 -0.09
H -1.565 -2.486 -0.047 -1.017 -0.392 -0.730 -0.08
```
Positions in Å, forces in eV/Å.

Multiplicity: 1
Largest force on an atom (eV Å⁻¹): 6.0
Structure (SMILES): CC(C)[C@@H](C=O)N(C)P
M (u): 147.16

---

What did we get for ΔE to the lowest compared entry with this formula, charge and spin? Answer: 413.6 240.0 455.6 56.3 0.0 229.8 kJ/mol, in the order shown.